DFT (wB97M-V/def2-TZVPD) results for a molecular structure, C34H41BrFIrN3O10SSi at a distorted geometry.

Cartesian coordinates (Å):
Ir 0.037 0.423 1.981
O -3.898 1.801 1.951
C -2.875 1.144 1.955
O -1.665 1.587 1.975
C -2.935 -0.346 1.931
C -4.134 -1.031 1.905
C -4.118 -2.409 1.884
C -2.889 -3.064 1.891
C -1.734 -2.314 1.919
N -1.704 -0.953 1.939
H -5.057 -0.469 1.900
H -5.047 -2.967 1.862
H -2.828 -4.143 1.875
H -0.781 -2.794 1.926
Br 0.022 0.454 4.533
C 0.544 2.280 4.573
C 0.697 2.861 5.800
C 1.083 4.210 5.898
C 1.307 4.945 4.768
C 1.157 4.369 3.488
C 1.384 5.118 2.317
C 1.233 4.545 1.082
C 0.848 3.197 0.960
C 0.619 2.441 2.077
C 0.767 3.004 3.376
H 0.522 2.289 6.702
H 1.203 4.666 6.873
H 1.604 5.984 4.865
H 1.681 6.158 2.386
H 1.411 5.137 0.191
H 0.728 2.744 -0.012
O 1.893 0.515 2.016
C -1.148 -2.821 -2.012
C -0.473 -2.126 -3.187
C 1.028 -2.390 -3.186
C -1.049 -2.731 -4.475
O -0.866 -0.773 -3.217
Si -0.103 0.550 -2.590
S 0.011 0.454 -0.515
O -0.957 1.880 -3.057
C -2.319 2.177 -2.793
C -2.405 3.127 -1.601
C -3.249 0.989 -2.589
C -2.797 2.938 -4.037
O 1.416 0.638 -3.227
C 2.374 1.672 -3.079
C 3.200 1.616 -4.370
C 1.821 3.087 -2.947
C 3.306 1.351 -1.913
H -1.049 -3.907 -2.079
H -2.210 -2.569 -1.974
H -0.714 -2.509 -1.067
H 1.228 -3.461 -3.260
H 1.502 -2.030 -2.269
H 1.515 -1.894 -4.027
H -0.847 -3.801 -4.547
H -0.623 -2.237 -5.353
H -2.130 -2.577 -4.522
H -2.144 2.622 -0.669
H -3.413 3.532 -1.488
H -1.706 3.959 -1.721
H -2.993 0.422 -1.691
H -3.206 0.303 -3.438
H -4.281 1.328 -2.479
H -2.167 3.811 -4.221
H -3.832 3.271 -3.935
H -2.723 2.303 -4.924
H 2.565 1.808 -5.240
H 3.630 0.622 -4.508
H 4.011 2.348 -4.365
H 1.153 3.328 -3.776
H 2.635 3.815 -2.942
H 1.260 3.218 -2.023
H 3.644 0.316 -1.961
H 2.805 1.479 -0.951
H 4.182 2.007 -1.917
F 3.708 -5.197 4.811
C 2.653 -5.176 3.963
C 2.655 -4.408 2.828
N 1.554 -4.410 1.956
C 1.586 -3.519 0.812
C 1.742 -2.031 1.180
O 2.721 -1.488 0.724
O 0.819 -1.576 1.977
C 0.441 -5.156 2.195
O -0.528 -5.238 1.442
N 0.470 -5.898 3.366
C 1.532 -5.991 4.289
O 1.465 -6.749 5.286
H 3.488 -3.769 2.570
H 0.674 -3.637 0.240
H 2.411 -3.828 0.170
H -0.348 -6.455 3.546

Values from the calculation:
frontier orbital gap (alpha / beta): 3.01 / 6.09 eV
spin multiplicity: 6
LUMO energy (alpha / beta): 0.150 / 0.141 Ha
M: 1002.99 Da
total charge: -2
ΔE to the lowest compared entry with this formula, charge and spin: 152.2 kJ/mol